C59H45CdClI4N10O2S2 | ωB97M-V with the def2-TZVPD basis set

Each line ends with the Mulliken charge.
CARTESIAN COORDINATES (ANGSTROEM)
Cd: 0.141822 0.308888 0.803069  2.86
I: 0.940186 7.734117 -4.832683  -0.01
C: 0.639082 6.497098 -3.170853  -0.04
C: -0.641153 6.087851 -2.837985  -1.13
C: -0.831007 5.240945 -1.759220  -0.01
C: 0.230320 4.797001 -0.951230  0.77
C: 1.512436 5.180326 -1.374421  -0.45
C: 1.723176 6.026842 -2.453210  -1.06
C: 0.060073 3.818049 0.148746  0.11
C: -1.196130 3.303545 0.518331  0.74
C: -2.464044 4.040532 0.504289  -1.69
C: -3.387338 3.232461 1.044702  -1.52
C: -2.715094 1.974741 1.375480  0.60
C: -3.380274 0.867319 1.883778  0.93
C: -4.866242 0.880974 1.815993  -0.16
C: -5.645138 0.647855 2.948831  -0.25
C: -7.031553 0.623554 2.883577  -0.74
C: -7.648924 0.834032 1.660219  0.00
I: -9.739245 0.774610 1.541117  0.01
C: -6.905633 1.064523 0.513200  -0.72
C: -5.519886 1.083221 0.600116  -0.40
C: -2.784642 -0.344327 2.328858  0.05
N: -1.492725 -0.512372 2.591045  -0.70
C: -1.304732 -1.851210 2.812838  0.16
C: -0.074438 -2.418284 3.087314  2.18
C: 0.029138 -3.883886 3.304404  -0.53
C: 0.938937 -4.623619 2.547663  -0.05
C: 1.062170 -5.996537 2.708191  -0.67
C: 0.267430 -6.638790 3.644411  -0.08
I: 0.442399 -8.710505 3.902068  0.01
C: -0.639793 -5.932961 4.417908  -0.72
C: -0.748592 -4.559358 4.243402  -0.31
C: 1.137945 -1.672925 3.205796  0.51
C: 2.279246 -2.102368 3.962500  -1.68
C: 3.123831 -1.032283 4.024603  -1.21
C: 2.499522 0.021778 3.273709  -0.15
N: 1.310068 -0.404367 2.780885  -0.23
C: 3.063878 1.298511 3.033559  1.41
C: 2.541041 2.297730 2.228998  0.17
C: 3.038869 3.656640 2.187951  -1.42
C: 2.234633 4.339884 1.343639  -1.76
C: 1.222335 3.404927 0.883107  -0.09
N: 1.432069 2.197794 1.413397  0.33
C: 4.339529 1.605761 3.742706  -0.55
C: 5.499221 1.899783 3.030583  -0.19
C: 6.690663 2.195816 3.680429  -0.71
C: 6.718059 2.195136 5.065130  0.00
I: 8.504942 2.641690 6.060349  0.03
C: 5.581156 1.904897 5.803685  -0.77
C: 4.400720 1.611046 5.134822  -0.12
C: -2.575319 -2.556566 2.679071  -1.49
C: -3.500227 -1.617189 2.411149  -1.15
N: -1.388560 2.091420 1.085734  0.22
H: -1.489710 6.392193 -3.435973  0.39
H: -1.824252 4.860878 -1.600838  0.36
H: 2.382409 4.768143 -0.886557  0.56
H: 2.732507 6.287677 -2.741785  0.37
H: -2.593380 5.074755 0.235141  0.77
H: -4.415960 3.472395 1.263455  0.53
H: -5.151055 0.489080 3.899768  0.48
H: -7.619136 0.447280 3.774396  0.36
H: -7.393090 1.213518 -0.440639  0.38
H: -4.923465 1.229187 -0.292718  0.95
H: 1.539546 -4.115116 1.801087  0.47
H: 1.763599 -6.552348 2.101217  0.44
H: -1.251265 -6.440222 5.151590  0.36
H: -1.435628 -3.996213 4.862348  0.55
H: 2.401389 -3.066348 4.432079  0.46
H: 4.083157 -0.983745 4.515494  0.56
H: 3.849622 4.050900 2.779789  0.49
H: 2.252179 5.396531 1.129134  0.68
H: 5.464855 1.887311 1.948219  0.52
H: 7.581705 2.419732 3.110241  0.36
H: 5.609688 1.911203 6.884680  0.37
H: 3.503953 1.388058 5.699257  0.50
H: -2.722119 -3.623871 2.717583  0.51
H: -4.547349 -1.770169 2.202126  0.41
N: -1.322402 -7.213758 -2.643192  -0.64
C: -0.741777 -5.956687 -2.912199  1.22
C: -1.405380 -4.783921 -2.564831  -1.00
C: -0.846761 -3.548199 -2.851363  -0.05
C: 0.385528 -3.480611 -3.480207  -0.67
C: 1.057121 -4.641086 -3.829378  -0.32
C: 0.490684 -5.875896 -3.558668  -0.74
S: 1.102427 -1.894936 -3.813908  1.73
O: 0.069183 -1.158586 -4.511657  -0.74
O: 2.331060 -2.145445 -4.544651  -0.91
N: 1.325145 -1.161623 -2.424795  -0.27
C: 2.016686 -1.754292 -1.462174  0.08
N: 2.486403 -3.026565 -1.610621  -0.23
C: 3.322288 -3.489412 -0.708969  -0.36
C: 3.743464 -2.748904 0.387355  -1.13
C: 3.114290 -1.524058 0.534282  0.04
N: 2.219311 -1.031358 -0.306802  -0.46
H: -2.000306 -7.180984 -1.896948  0.23
H: -0.641477 -7.938139 -2.473835  0.21
H: -2.357656 -4.836679 -2.047369  0.29
H: -1.341874 -2.635549 -2.541727  0.17
H: 2.028215 -4.556058 -4.297187  0.47
H: 1.011602 -6.788782 -3.830660  0.28
H: 3.671887 -4.510101 -0.862793  0.39
H: 4.463445 -3.110748 1.106779  0.44
H: 3.334019 -0.909084 1.396673  0.47
C: -3.046782 0.758450 -3.788963  -1.01
N: -2.134943 1.476324 -4.667174  0.18
C: -2.749853 2.644345 -5.270092  -0.95
C: -0.873775 1.771076 -4.089982  -0.74
S: -0.687458 1.995296 -2.466147  0.76
N: 0.129476 1.858026 -4.982889  0.32
C: 1.474834 2.125653 -4.511656  -0.81
C: 0.043291 1.313920 -6.326334  -1.26
H: -3.871346 0.379760 -4.399022  0.36
H: -3.441575 1.397558 -2.988951  0.47
H: -2.523978 -0.071335 -3.320651  0.01
H: -3.122801 3.339209 -4.500635  0.20
H: -3.588463 2.336897 -5.899684  0.34
H: -2.027082 3.176304 -5.889470  0.31
H: 1.452885 2.901523 -3.747839  0.11
H: 2.074337 2.460319 -5.359797  0.43
H: 1.911937 1.222849 -4.075949  0.23
H: -0.880699 0.757750 -6.437359  0.39
H: 0.878365 0.631005 -6.486006  0.43
H: 0.085464 2.114142 -7.074929  0.33
Cl: -1.539406 -0.952182 -0.558446  -0.78

Cartesian forces (eV/Å) of the 3 atoms listed first:
0.0250 -0.0259 0.2439
0.0021 0.0247 -0.0001
-0.0220 -0.0028 -0.0465

Summary:
Highest occupied orbital energy   -2.1750 eV
Charge   -2
ΔE to the lowest compared entry with this formula, charge and spin   0.5272 eV
Kohn-Sham gap   5.00 eV

***

C59H48BrCl8GeN3OP2SW | ωB97M-V with the def2-TZVPD basis set

Each line ends with the Löwdin spin population.
CARTESIAN COORDINATES (ANGSTROEM)
W: 0.866130 -0.443962 -0.843410  1.51
Cl: 3.504200 -2.944059 -1.775443  0.01
C: 2.451142 -3.300253 -0.451731  0.03
C: 1.455531 -2.382591 -0.032911  0.00
C: 0.785691 -2.809387 1.127994  0.05
Cl: -0.384238 -1.722004 1.765109  0.08
C: 1.004373 -3.989333 1.812433  -0.01
Cl: 0.115449 -4.363445 3.223020  0.00
C: 1.965224 -4.870357 1.324258  0.04
Cl: 2.268874 -6.341185 2.128281  0.02
C: 2.697920 -4.513076 0.193018  -0.01
Cl: 3.922616 -5.562349 -0.381284  -0.01
O: 2.016783 -1.087425 -7.238029  0.00
C: 1.753849 -1.192533 -5.949804  0.00
C: 1.728277 -2.392902 -5.232965  0.00
C: 1.432203 -2.381921 -3.891325  0.00
N: 1.172080 -1.255915 -3.210624  0.00
C: 1.141056 -0.147832 -3.937070  0.01
Br: 0.461942 1.334295 -2.929476  0.02
C: 1.427815 -0.014375 -5.260834  0.00
H: 2.231738 -1.928438 -7.660335  0.00
H: 1.926399 -3.335543 -5.725958  0.00
H: 1.365693 -3.306263 -3.339795  0.00
H: 1.381377 0.932765 -5.779726  0.00
C: -1.567680 4.731817 6.129144  0.08
S: -0.630735 3.274207 6.559508  0.74
C: 0.255787 2.886882 5.030535  0.06
C: -0.698593 2.284836 3.972498  0.04
C: -0.169270 1.016603 3.267180  0.01
N: 0.449432 1.248027 1.948688  0.01
P: 1.916620 0.517165 1.341591  0.02
C: 2.722015 -0.354167 2.710086  0.00
C: 2.883504 0.261695 3.955607  0.00
C: 3.531054 -0.404477 4.981090  0.00
C: 4.044795 -1.678916 4.771946  0.00
C: 3.927628 -2.275762 3.527032  0.00
C: 3.272724 -1.616606 2.496656  0.00
C: 3.033555 1.952507 1.043100  0.00
C: 4.107739 2.260993 1.880335  0.00
C: 4.859261 3.410319 1.672623  0.00
C: 4.570193 4.256394 0.614187  0.00
C: 3.545428 3.929598 -0.262735  0.00
C: 2.796982 2.784321 -0.057233  0.01
P: -0.542157 1.355980 0.522747  0.02
C: -0.386988 3.128576 0.069513  0.00
C: 0.248530 4.025292 0.926983  0.00
C: 0.316477 5.371462 0.604556  0.00
C: -0.225643 5.838081 -0.584462  0.00
C: -0.866879 4.956071 -1.440859  0.00
C: -0.955670 3.611225 -1.111205  0.00
C: -2.261578 1.269847 1.148292  0.00
C: -2.939215 2.449816 1.461962  0.00
C: -4.224417 2.399034 1.979737  0.00
C: -4.850670 1.176344 2.177344  0.00
C: -4.197217 0.003337 1.826910  0.00
C: -2.915065 0.047193 1.305361  0.00
H: -2.130095 5.015823 7.016927  0.00
H: -2.247386 4.502518 5.305450  0.02
H: -0.879225 5.531459 5.847474  0.02
H: 1.009388 2.167993 5.352772  0.00
H: 0.748340 3.802391 4.698458  0.01
H: -0.946162 3.041471 3.233005  0.00
H: -1.635724 1.999137 4.459986  0.00
H: -1.012232 0.338939 3.151515  0.00
H: 0.547809 0.506042 3.903639  0.00
H: 2.540241 1.277214 4.103640  0.00
H: 3.647172 0.073436 5.945185  0.00
H: 4.553178 -2.190073 5.578324  0.00
H: 4.347530 -3.258528 3.354921  0.00
H: 3.209213 -2.077791 1.522121  0.00
H: 4.380831 1.613211 2.699154  0.00
H: 5.677412 3.635023 2.344403  0.00
H: 5.155999 5.153405 0.460511  0.00
H: 3.334873 4.566458 -1.112628  0.00
H: 2.012446 2.547374 -0.760943  0.00
H: 0.706349 3.667590 1.838001  0.00
H: 0.799399 6.062182 1.284075  0.00
H: -0.153156 6.888156 -0.835149  0.00
H: -1.313418 5.306071 -2.362084  0.00
H: -1.502454 2.958289 -1.779381  0.00
H: -2.477406 3.411106 1.281130  0.00
H: -4.738647 3.321230 2.218545  0.00
H: -5.850814 1.140410 2.588610  0.00
H: -4.690930 -0.951669 1.951197  0.00
H: -2.449632 -0.880027 1.002027  0.00
Cl: 5.891430 -0.550467 -3.040560  0.00
C: 5.258522 0.328779 -1.642042  0.01
Cl: 5.783655 2.012338 -1.674837  0.01
Cl: 5.829697 -0.437874 -0.119386  0.01
C: 3.810776 0.250037 -1.637674  0.11
N: 2.714744 0.043244 -1.359506  0.02
C: -1.791992 -3.273397 -6.044289  0.00
C: -1.637031 -4.141438 -4.975207  0.00
C: -1.535283 -3.644714 -3.680352  0.00
C: -1.574192 -2.273928 -3.429780  0.00
C: -1.773132 -1.414447 -4.513034  0.00
C: -1.868856 -1.906681 -5.807301  0.00
Ge: -1.397019 -1.490301 -1.561974  0.02
C: -3.067631 -0.426604 -1.863324  0.01
C: -4.217327 -1.093098 -2.291338  0.00
C: -5.389257 -0.396287 -2.540886  0.00
C: -5.428288 0.986720 -2.409867  0.00
C: -4.287141 1.667194 -2.017669  0.00
C: -3.123311 0.956285 -1.760334  0.00
C: -2.042738 -3.083274 -0.533180  0.01
C: -3.283363 -3.068638 0.101509  0.00
C: -3.732571 -4.186153 0.794680  0.00
C: -2.957811 -5.333667 0.856118  0.00
C: -1.718799 -5.358081 0.233459  0.00
C: -1.265355 -4.237549 -0.450288  0.00
H: -1.897507 -3.661504 -7.049461  0.00
H: -1.615590 -5.211308 -5.143645  0.00
H: -1.474711 -4.341021 -2.854446  0.00
H: -1.895215 -0.347870 -4.349944  0.00
H: -2.025815 -1.221656 -6.632546  0.00
H: -4.193654 -2.166149 -2.438898  0.00
H: -6.273221 -0.933569 -2.859550  0.00
H: -6.335964 1.529174 -2.638546  0.00
H: -4.300137 2.746937 -1.917987  0.00
H: -2.233319 1.495002 -1.467365  0.00
H: -3.913165 -2.189744 0.043350  0.00
H: -4.702360 -4.159183 1.276038  0.00
H: -3.324412 -6.211130 1.372033  0.00
H: -1.103498 -6.249502 0.268679  0.00
H: -0.294132 -4.274924 -0.933644  0.00

Cartesian forces (eV/Å) of the 3 atoms listed first:
-0.4650 -0.3750 -0.1722
0.1969 0.2189 -0.0491
-0.3076 0.4112 -0.0349

Summary:
Highest occupied orbital energy (alpha / beta)   -14.1109 / -14.1149 eV
Charge   +3
ΔE to the lowest compared entry with this formula, charge and spin   0.5553 eV
2S+1   4
Kohn-Sham gap (alpha / beta)   6.18 / 2.70 eV

***

Question: Which value of ΔE to the lowest compared entry with this formula, charge and spin does entry 1 give?
Answer: 0.5272 eV

***

Question: Which value of ΔE to the lowest compared entry with this formula, charge and spin does entry 2 give?
Answer: 0.5553 eV

***

Question: Which of these has the lowest charge?
Answer: C59H45CdClI4N10O2S2